# 1
6
Properties=species:S:1:pos:R:3:forces:R:3 method="wB97M-V/def2-TZVPD" lumo_ev=-1.3 energy_ha=-826.63116 orbital_gap_ha=0.3593 e_above_lowest_ev=4.730 smiles=[SiH3]OCl e_homo_ev=-11.08
O -0.863 0.706 0.242 -4.7 -0.9 0.1
Si 0.542 -0.090 0.052 -0.1 -1.2 -0.9
Cl -2.486 -0.138 -0.184 2.7 1.1 0.6
H 0.632 -0.356 -1.332 0.3 -0.4 -1.3
H 1.084 1.090 0.462 2.0 2.2 0.8
H 1.090 -1.213 0.759 -0.2 -0.7 0.7

# 2
73
Properties=species:S:1:pos:R:3:forces:R:3 method="wB97M-V/def2-TZVPD" lumo_ev=-0.8 energy_ha=-1391.98844 orbital_gap_ha=0.3060 e_above_lowest_ev=0.000 smiles="Cc1ccccc1CC1=CC(=O)C=CC1=O.CCOCC.CCOCC.CCOCC" e_homo_ev=-9.10
C 4.163 -0.606 2.098 0.3 0.5 -0.3
C 3.871 0.884 2.074 0.1 -1.7 0.0
C 4.925 1.745 2.209 1.2 0.4 0.2
C 4.750 3.106 2.166 0.2 0.3 0.1
C 3.479 3.579 1.987 0.1 1.2 0.0
C 2.417 2.720 1.862 -1.0 0.5 -0.2
C 2.577 1.358 1.893 0.0 -0.4 -0.3
C 1.436 0.363 1.729 -0.4 0.3 0.7
C 0.130 0.991 1.303 -0.1 -0.2 0.1
C -0.039 1.740 0.218 -0.4 0.1 0.0
C -1.408 2.319 -0.037 -0.1 0.2 -0.2
O -1.917 2.379 -1.135 0.4 0.2 0.4
C -2.120 2.772 1.221 0.3 -0.1 -0.1
C -1.963 2.017 2.299 0.3 -0.3 0.0
C -1.107 0.778 2.152 -0.1 -0.2 0.3
O -1.407 -0.297 2.632 0.4 0.8 -0.1
H 5.217 -0.752 1.851 -0.1 -0.1 0.1
H 3.984 -1.048 3.081 -0.2 -0.1 -0.1
H 3.573 -1.107 1.328 0.1 -0.2 0.2
H 5.943 1.397 2.357 -0.2 -0.4 -0.1
H 5.575 3.796 2.286 0.1 -0.1 -0.1
H 3.326 4.651 1.939 -0.2 -0.1 0.0
H 1.439 3.157 1.704 0.0 -0.1 0.1
H 1.718 -0.469 1.083 -0.1 0.2 -0.1
H 1.265 -0.081 2.719 0.0 -0.2 -0.2
H 0.786 1.956 -0.454 -0.3 -0.1 -0.2
H -2.703 3.686 1.247 -0.1 -0.2 -0.3
H -2.405 2.263 3.258 -0.1 -0.3 -0.1
C -4.686 -0.854 -0.874 -0.1 -0.1 -0.1
C -3.232 -0.959 -1.305 -0.1 0.2 0.0
O -2.933 -2.145 -2.018 0.2 -0.2 0.1
C -3.651 -2.336 -3.224 -0.2 0.0 -0.1
C -3.436 -1.234 -4.245 0.0 0.1 0.0
H -4.967 -1.715 -0.265 0.0 0.0 0.0
H -4.842 0.055 -0.291 0.0 0.0 0.0
H -5.363 -0.821 -1.731 0.0 0.1 0.0
H -2.598 -0.972 -0.416 0.1 -0.1 -0.1
H -2.935 -0.079 -1.885 -0.1 0.0 0.0
H -4.718 -2.464 -3.014 0.0 0.1 -0.1
H -3.300 -3.282 -3.638 0.1 0.0 0.1
H -3.791 -0.268 -3.882 -0.1 0.0 0.0
H -3.978 -1.462 -5.164 0.0 0.0 0.0
H -2.376 -1.129 -4.481 0.0 0.0 0.0
C -6.964 1.555 -5.447 0.0 0.0 0.1
C -7.146 0.047 -5.471 0.0 0.1 -0.1
O -7.133 -0.547 -4.185 0.2 -0.2 0.1
C -8.134 -0.114 -3.282 -0.1 0.1 0.0
C -9.551 -0.365 -3.770 0.0 0.0 -0.1
H -6.033 1.819 -4.942 0.0 0.0 0.0
H -6.934 1.948 -6.464 0.0 0.0 0.0
H -7.777 2.056 -4.920 0.0 0.0 -0.1
H -6.317 -0.400 -6.021 0.0 -0.1 0.1
H -8.060 -0.228 -6.009 0.0 0.1 0.0
H -7.991 0.943 -3.034 0.0 0.0 0.0
H -7.970 -0.674 -2.361 0.1 0.0 -0.1
H -9.773 0.188 -4.683 0.0 0.1 0.0
H -10.271 -0.057 -3.011 0.0 0.0 0.0
H -9.699 -1.426 -3.982 0.0 0.0 0.0
C 9.008 -0.663 5.170 0.1 0.0 -0.1
C 7.815 -1.390 4.573 0.1 0.0 0.1
O 7.789 -1.380 3.157 -0.2 0.1 -0.2
C 8.891 -1.981 2.501 0.1 -0.1 0.0
C 9.078 -3.451 2.837 -0.1 0.0 0.1
H 9.038 0.371 4.821 0.0 0.0 0.0
H 8.944 -0.663 6.259 0.0 0.0 0.0
H 9.953 -1.131 4.892 0.0 0.0 0.1
H 6.898 -0.893 4.893 0.0 0.0 -0.1
H 7.759 -2.418 4.948 0.1 0.0 0.0
H 9.808 -1.416 2.704 0.0 0.0 0.0
H 8.695 -1.881 1.433 -0.1 0.1 0.0
H 9.295 -3.605 3.894 0.1 0.0 0.0
H 9.908 -3.865 2.264 0.0 0.0 0.0
H 8.174 -4.014 2.599 0.0 0.0 0.0

# 3
9
Properties=species:S:1:pos:R:3:forces:R:3 method="wB97M-V/def2-TZVPD" lumo_ev=4.9 energy_ha=-325.08662 orbital_gap_ha=0.3396 e_above_lowest_ev=0.462 total_charge=-1 e_homo_ev=-4.29
C 0.685 -1.262 -1.733 0.7 0.5 0.8
N 1.096 -0.677 -0.806 -0.3 -0.5 -0.4
N -1.299 0.662 -0.193 -1.7 1.2 2.1
O -0.800 0.232 1.118 1.1 0.1 -0.9
F 1.682 0.346 1.441 -0.4 -0.2 -0.8
H -2.100 0.060 -0.281 -0.4 -0.1 0.0
H 0.243 0.381 1.231 -1.7 0.2 0.0
H 1.252 -0.184 0.208 1.2 -0.4 -0.4
H -0.759 0.443 -0.984 1.6 -0.8 -0.4

# 4
9
Properties=species:S:1:pos:R:3:forces:R:3 method="wB97M-V/def2-TZVPD" lumo_ev=0.8 energy_ha=-209.19025 orbital_gap_ha=0.3981 e_above_lowest_ev=0.873 smiles="CC(N)=O" e_homo_ev=-9.99
C 0.147 1.020 -0.144 -1.4 1.8 -1.0
C 0.531 -0.316 0.359 1.2 -0.3 2.0
N -0.620 -1.167 0.156 1.9 0.8 0.0
O 1.589 -0.550 0.996 -3.5 -0.3 -2.0
H 0.462 1.154 -1.169 -0.3 -0.7 -0.9
H 0.529 2.016 0.147 0.2 -1.0 1.4
H -0.975 1.011 -0.072 1.1 0.7 -0.4
H -0.460 -2.107 0.412 0.2 -1.1 0.2
H -1.202 -1.061 -0.685 0.7 0.2 0.8